Entry 1:
This record from OMol25 describes a structure of composition C26H60N8O10Tl at a distorted geometry. The level of theory is ωB97M-V with the def2-TZVPD basis set.

Its energy above the lowest of the compared OMol25 structures with the same formula, charge and spin is 0.0 kcal/mol. The calculation puts the total energy at -2389.2154 hartree. The calculation puts the HOMO energy at -0.395 Eh. The molecular weight comes out at 849.20 g mol⁻¹. The net charge is +1.

Each line ends with the Mulliken charge.
Geometry (Å):
Tl -0.21647 0.11196 -0.39963  2.632
O -2.49986 -0.83441 1.22362  -0.647
C -3.84435 -1.05805 0.62504  -0.358
C -4.16196 -0.26998 -0.72028  -0.686
O -3.19420 0.42339 -1.43224  -0.597
H -4.69721 -0.93041 1.29170  0.385
H -3.95199 -2.11834 0.39635  0.163
H -5.10399 0.27769 -0.69307  0.386
H -4.53540 -0.88016 -1.54266  0.400
C 0.39297 1.81816 4.73373  -1.459
C -0.37625 1.14562 3.52471  0.141
O 0.16149 0.98799 2.39171  0.203
N -1.63474 0.77947 3.72335  0.277
C -2.57972 1.33655 4.66484  -1.225
H -0.36462 1.97173 5.50222  0.553
H 0.87920 2.77315 4.53455  0.286
H 1.04677 1.11363 5.24783  0.312
H -1.99678 0.22405 2.96142  0.035
H -2.58099 1.08220 5.72474  0.382
H -3.61244 1.08020 4.42846  0.334
H -2.57883 2.42571 4.62198  0.361
C 3.27821 -0.80798 -4.32194  -1.509
C 3.16193 -0.73928 -2.72858  0.565
O 2.19775 -0.31419 -2.09746  -0.324
N 4.34438 -1.06711 -2.12117  -0.209
C 4.62823 -1.04451 -0.63508  -0.412
H 4.05075 -0.10061 -4.62346  0.452
H 2.33590 -0.56498 -4.81298  0.161
H 3.73202 -1.78162 -4.50679  0.465
H 5.17958 -1.20717 -2.67156  0.237
H 4.12837 -1.84790 -0.09397  0.018
H 4.25789 -0.08757 -0.26737  -0.034
H 5.68388 -1.14935 -0.38466  0.434
C 0.35311 2.13868 -4.45819  -0.987
C 0.62178 2.85537 -3.19230  0.500
O 0.79701 2.22103 -2.15915  -0.159
N 0.64469 4.16964 -3.31647  -0.187
C 0.60815 5.15109 -2.18559  -0.754
H 0.77823 1.13523 -4.47989  -0.154
H 0.72130 2.67134 -5.33501  0.469
H -0.72064 2.07991 -4.63629  0.300
H 0.69155 4.64710 -4.20525  0.262
H 1.63876 5.44347 -1.98442  0.332
H 0.04321 4.75263 -1.34287  -0.005
H 0.02746 6.05638 -2.36266  0.441
C -1.79051 4.38940 2.12017  -1.144
C -2.06904 3.27763 0.99138  0.538
O -1.13399 2.79128 0.50676  -0.252
N -3.30007 3.00087 0.63425  0.139
C -4.60184 3.49529 0.99009  -1.041
H -1.81770 3.94876 3.11676  0.132
H -2.55870 5.16126 2.16720  0.453
H -0.85869 4.92406 1.93591  0.238
H -3.35236 2.22960 -0.01576  0.006
H -4.60815 4.55440 0.73253  0.345
H -4.80466 3.53919 2.06016  0.346
H -5.39535 2.94449 0.48505  0.272
C 2.73087 3.76147 -0.13515  -0.633
C 2.77577 2.53670 0.74032  0.300
O 2.11809 1.56588 0.36673  -0.539
N 3.72098 2.62310 1.67828  -0.145
C 4.10419 1.56936 2.56957  -0.765
H 3.63066 4.33402 0.08991  0.412
H 1.84280 4.37333 0.02312  0.056
H 2.79893 3.35640 -1.14479  -0.042
H 4.36779 3.38594 1.53752  0.236
H 5.06220 1.10743 2.33094  0.298
H 3.32676 0.81884 2.71244  0.049
H 4.09922 2.10397 3.51945  0.418
C 2.78268 -2.76020 3.12133  -1.182
C 1.46033 -2.17255 2.53901  0.557
O 1.45000 -1.49485 1.50245  -0.428
N 0.24802 -2.49037 3.00101  0.029
C -0.02439 -3.78246 3.68388  -1.205
H 3.38764 -1.90508 3.42283  0.227
H 3.28661 -3.21614 2.26912  0.235
H 2.69371 -3.49018 3.92588  0.456
H -0.60790 -2.13198 2.60217  0.012
H -0.90574 -3.75615 4.32469  0.378
H 0.70751 -4.02622 4.45394  0.402
H -0.08041 -4.69599 3.09192  0.322
C -0.60789 -2.83088 -4.44987  -1.231
C -1.44348 -1.85039 -3.57374  0.579
O -0.87131 -0.94836 -3.01926  -0.598
N -2.71887 -2.06184 -3.24229  0.329
C -3.67524 -2.92090 -3.83277  -1.037
H 0.31746 -2.34345 -4.75684  0.064
H -1.15623 -3.07608 -5.35943  0.545
H -0.51785 -3.78644 -3.93324  0.301
H -3.05889 -1.38979 -2.56936  -0.190
H -4.06164 -3.54468 -3.02673  0.318
H -3.30896 -3.50660 -4.67592  0.340
H -4.59009 -2.37790 -4.07008  0.338
C 1.75560 -4.51666 -0.77965  -0.932
C 0.37983 -3.94900 -0.49816  0.491
O 0.20763 -2.79220 -0.85193  -0.386
N -0.48086 -4.76142 0.09592  -0.070
C -1.87548 -4.40066 0.23911  -0.750
H 2.42823 -4.03928 -0.06706  0.017
H 2.03298 -4.24396 -1.79788  0.206
H 1.82943 -5.60120 -0.69960  0.423
H -0.30645 -5.75615 0.08168  0.291
H -2.38499 -4.04868 -0.65790  0.068
H -2.06443 -3.79743 1.12709  0.143
H -2.24754 -5.39619 0.48114  0.477

***

Entry 2:
This record from OMol25 describes a structure of composition C26H61BeBr2Cl2FN10O12P4V at a distorted geometry. The level of theory is ωB97M-V with the def2-TZVPD basis set.

The calculation puts the total energy at -10969.4625 hartree. The calculation puts the HOMO energy at -0.180 Eh. The molecular weight comes out at 1139.40 g mol⁻¹. The net charge is -1.

Each line ends with the Mulliken charge.
Geometry (Å):
C 1.23393 1.35406 2.57906  -1.733
C -0.21168 1.54479 2.02884  -0.871
C -0.35370 1.95138 0.53389  1.202
C 0.97260 2.27391 -0.21866  -1.968
C -1.46945 1.24766 -0.35143  1.180
N -2.47877 0.68335 0.56840  -0.254
C -3.23337 1.23979 1.41582  1.463
C -4.26663 0.27224 2.06068  -1.375
C -3.31942 2.63149 2.02734  -1.749
C -2.04713 2.19019 -1.54854  2.615
C -3.59442 2.41214 -1.54055  -1.590
C -4.57655 1.22610 -1.63802  -0.133
O -5.87940 1.80402 -1.87015  -0.621
C -1.54205 3.67910 -1.62021  -2.728
Br -2.18648 4.92318 -0.17869  0.096
C -1.88370 4.56847 -2.86503  0.812
C -0.66725 5.54145 -3.09039  -0.983
Br -3.42878 5.85388 -2.62833  -0.073
N -1.55096 1.46175 -2.80124  -0.459
Cl -0.12619 2.25203 -3.56465  0.009
P -2.79699 1.70903 -4.40554  0.441
N -1.84317 2.00524 -5.85626  -0.548
O -3.57478 0.30524 -4.78246  -0.403
C -0.93262 0.08070 -2.55600  0.006
C 0.30864 -0.45670 -3.26361  -2.258
C 0.34104 -0.72677 -4.78062  0.851
N 1.16301 0.26559 -5.53274  -0.519
N -0.94093 -0.96747 -5.43383  -0.300
N 1.08334 -1.99591 -4.97566  -0.839
C -1.00100 -0.18935 -0.99283  2.457
C -1.90662 -1.47537 -0.93829  -2.928
C -3.40051 -1.55103 -1.17471  -1.034
N -4.28619 -1.83977 -0.33093  -0.639
P 0.52392 -0.99695 -0.23761  1.144
O 1.82372 -0.46833 -0.65353  -1.008
O 0.33817 -1.29614 1.36971  -0.449
O 0.67110 -2.57999 -0.73575  -0.639
H 1.87693 0.71358 1.96954  0.292
H 1.12463 0.95590 3.60323  0.467
H 1.69169 2.34712 2.71071  0.373
H -0.75954 0.64280 2.33190  0.083
H -0.63612 2.30136 2.71146  0.524
H -0.76073 2.96798 0.65452  0.273
H 0.91270 1.77822 -1.19660  0.255
H 1.12768 3.34540 -0.39310  0.090
H 1.89565 1.89102 0.21848  0.492
H -5.15282 0.13896 1.43059  0.201
H -3.71588 -0.65654 2.25268  0.200
H -4.58806 0.65320 3.03890  0.538
H -2.40207 3.21781 2.02357  0.166
H -4.09197 3.25081 1.54498  0.235
H -3.64043 2.54486 3.07630  0.549
H -3.94319 3.09753 -2.34036  0.582
H -3.92002 2.87062 -0.59635  0.641
H -4.44359 0.53007 -2.47204  -0.017
H -4.70816 0.63461 -0.72871  -0.145
H -6.05167 2.46073 -1.18388  0.433
H -0.46600 3.80464 -1.46924  0.450
H -2.05007 4.11707 -3.83975  -0.333
H -0.12886 5.75515 -2.16111  0.240
H -0.99736 6.47730 -3.55302  0.495
H -0.01293 5.06037 -3.83393  0.258
H -2.31458 1.52745 -6.62746  0.297
H -1.97589 3.00351 -6.02387  0.282
H -3.70582 0.19201 -5.73688  0.397
H -1.72536 -0.56375 -2.98015  0.328
H 1.26930 -0.00466 -2.98595  0.343
H 0.40903 -1.48373 -2.86052  0.806
H 0.56982 0.88444 -6.08443  0.262
H 1.70225 -0.24930 -6.22250  0.377
H -0.93818 -0.56628 -6.36565  0.275
H -1.10186 -1.95858 -5.58911  0.286
H 1.02378 -2.25398 -5.95672  0.250
H 2.03930 -1.89893 -4.64873  0.295
H -1.52030 -2.16461 -1.71410  0.623
H -1.72433 -2.01931 0.00999  1.043
H -3.77271 -1.42001 -2.20294  0.738
H -3.78054 -1.96748 0.55417  0.337
H 1.21711 -1.61839 1.65835  0.189
H 0.05342 -3.13938 -0.24240  0.356
O 2.02046 -4.54955 -9.10219  -0.480
P 0.96327 -3.45315 -9.18123  0.697
O 1.05637 -2.57578 -7.93859  -0.372
O -0.40417 -4.11842 -9.28927  -0.478
O 1.17083 -2.58976 -10.42136  -0.468
O 2.94970 4.09927 -1.64632  -0.965
V 4.49690 3.45160 -2.01581  1.525
O 6.05869 2.88949 -2.41916  -0.876
Be -4.84373 7.17672 -3.97333  0.101
O 4.90338 -4.59113 7.01288  -0.752
P 3.90988 -3.85274 6.12898  0.834
N 4.82042 -2.40299 6.02252  0.129
C 4.47449 -1.01934 6.26574  -1.017
C 6.08501 -2.50827 5.29649  -0.968
N 2.61432 -3.90734 7.26843  0.123
C 2.12699 -2.78554 8.07029  -1.046
C 2.56944 -5.13054 8.07845  -1.088
N 2.75802 -3.35480 4.88391  0.072
C 3.10878 -3.88729 3.58413  -0.960
C 1.95125 -2.13898 4.79481  -0.853
H 4.33780 -0.46315 5.32945  0.359
H 5.27838 -0.53133 6.82660  0.359
H 3.57875 -0.89173 6.86713  0.284
H 5.92929 -2.44016 4.21536  0.289
H 6.58012 -3.45762 5.50829  0.291
H 6.78083 -1.72201 5.59138  0.368
H 2.91364 -2.07088 8.31893  0.316
H 1.72705 -3.12795 9.02482  0.458
H 1.28760 -2.28518 7.58340  0.275
H 3.24171 -5.06806 8.94099  0.350
H 2.85228 -6.00510 7.49497  0.324
H 1.55680 -5.30498 8.44610  0.426
H 3.93096 -3.17109 2.98312  0.259
H 2.22952 -3.98408 2.94682  0.429
H 3.55683 -4.88697 3.68337  0.431
H 2.41959 -1.33865 4.09244  0.087
H 1.75511 -1.66044 5.74880  0.234
H 0.97166 -2.40115 4.37948  0.511
F -4.38599 3.50378 -4.16169  -0.771
Cl 3.82281 -1.57732 2.96349  -0.441

***

Entry 3:
This record from OMol25 describes a structure of composition C26H61Ca3N3O10P2 at a distorted geometry. The level of theory is ωB97M-V with the def2-TZVPD basis set.

The calculation puts the total energy at -4659.3051 hartree. The calculation puts the HOMO energy at -0.151 Eh. The molecular weight comes out at 757.97 g mol⁻¹.

Each line ends with the Mulliken charge.
Geometry (Å):
Ca -0.91473 -0.06795 3.34817  1.505
Ca -2.44280 3.12490 0.23211  1.334
Ca 1.12271 0.60327 -3.94707  1.035
P -3.72720 2.39341 3.93567  0.745
O -3.58641 1.43038 2.71629  -0.603
O -4.13299 3.43999 2.82569  -0.621
O -2.31938 2.35424 4.52680  -0.763
O -5.00123 1.89069 4.62421  -0.707
P 0.09819 0.47789 -0.36121  0.709
O 0.11272 1.45720 0.80724  -0.918
O -0.68819 1.12851 -1.48767  -0.527
O -0.53432 -0.73387 0.29410  -0.724
O 1.42656 0.20538 -0.92437  -0.741
C 6.63555 -0.93711 -5.73285  -0.434
C 6.86539 0.00468 -4.52657  -0.540
C 5.67281 -0.27412 -3.58917  -0.433
O 4.71093 -0.75596 -4.51327  -0.354
C 5.32094 -1.66217 -5.46727  -0.540
H 7.43733 -1.66884 -5.83194  0.296
H 6.47385 -0.37359 -6.65176  0.267
H 7.03696 1.02603 -4.86643  0.247
H 7.84424 -0.13526 -4.06789  0.325
H 5.36253 0.60377 -3.02247  0.308
H 5.77896 -1.08906 -2.87314  0.262
H 4.71128 -1.93559 -6.32846  0.357
H 5.55460 -2.60312 -4.96915  0.256
C 4.22810 -2.58456 5.62693  -0.424
C 4.40120 -2.81098 4.18043  -0.489
C 3.23152 -2.05039 3.50495  -0.406
O 2.66492 -1.31574 4.60369  -0.363
C 3.52888 -1.23836 5.72663  -0.437
H 5.20523 -2.44752 6.09011  0.290
H 3.63444 -3.36727 6.09919  0.264
H 4.44742 -3.85215 3.86115  0.334
H 5.32287 -2.31735 3.87228  0.269
H 2.48624 -2.68427 3.02446  0.245
H 3.51350 -1.27262 2.79526  0.255
H 2.87775 -1.02522 6.57439  0.220
H 4.11758 -0.34283 5.52776  0.253
C -4.32292 -3.24179 6.42635  -1.163
C -3.34255 -2.42262 5.51904  -0.699
N -1.85690 -2.58867 5.62160  0.428
C -1.45262 -3.98691 5.25896  -0.488
C -1.85957 -4.45419 3.82879  -1.226
C -1.50475 -2.33393 7.05145  -0.797
C -1.55655 -0.91959 7.53313  -1.189
H -5.32193 -2.82189 6.30907  0.414
H -3.96189 -3.11203 7.44660  0.281
H -4.34244 -4.28999 6.12800  0.262
H -3.60170 -2.41784 4.46030  0.480
H -3.39304 -1.37335 5.80989  0.374
H -0.36440 -4.00770 5.20019  0.278
H -1.54578 -4.71719 6.06278  0.363
H -2.90591 -4.75258 3.89386  0.299
H -1.74908 -3.68743 3.06199  0.272
H -1.35264 -5.34361 3.45454  0.401
H -0.45277 -2.58339 7.19010  0.436
H -1.92751 -3.07411 7.73080  0.422
H -2.54823 -0.47082 7.47603  0.351
H -0.73010 -0.37914 7.07163  0.225
H -1.35515 -0.90690 8.60429  0.373
C -1.63600 6.98833 1.04705  -0.935
C -2.29045 7.18690 -0.37894  -0.635
N -1.73048 6.13521 -1.33460  0.267
C -0.22238 6.02074 -1.28354  -0.604
C 0.54717 7.36301 -1.61130  -1.070
C -2.15984 6.34798 -2.73358  -0.542
C -2.01442 5.17752 -3.64370  -1.099
H -1.33130 5.95814 1.23133  0.193
H -2.43006 7.19338 1.76505  0.334
H -0.81049 7.69009 1.16612  0.299
H -3.37743 7.19775 -0.29857  0.481
H -2.00686 8.21877 -0.58612  0.306
H 0.09514 5.58922 -0.33429  0.427
H 0.17639 5.37171 -2.06318  0.266
H 0.11431 7.89629 -2.45767  0.254
H 0.38713 8.04976 -0.78011  0.242
H 1.56461 7.11788 -1.91597  0.396
H -1.68455 7.21901 -3.18472  0.242
H -3.20011 6.66678 -2.66799  0.428
H -2.40001 5.33714 -4.65065  0.402
H -2.60443 4.35572 -3.23796  0.207
H -1.01965 4.73938 -3.72474  0.240
C -1.12743 -4.46721 -6.65910  -1.053
C -0.28541 -3.25961 -6.11488  -0.707
N -0.99003 -2.28108 -5.24568  0.115
C -1.40792 -2.95014 -3.96908  -0.653
C -0.22436 -3.55979 -3.21999  -1.140
C -2.05525 -1.69499 -6.03442  -0.600
C -2.56813 -0.28255 -5.50938  -1.099
H -1.94232 -4.25402 -7.35091  0.287
H -1.54852 -4.94544 -5.77474  0.281
H -0.44817 -5.19227 -7.10741  0.392
H 0.61900 -3.59487 -5.60720  0.385
H 0.07731 -2.70777 -6.98207  0.492
H -2.06286 -2.32568 -3.36145  0.461
H -2.05797 -3.78448 -4.23253  0.269
H 0.29482 -4.40108 -3.67910  0.354
H 0.51269 -2.98712 -2.65705  0.323
H -0.79279 -4.04374 -2.42577  0.343
H -2.96613 -2.28943 -5.96347  0.293
H -1.73991 -1.55620 -7.06854  0.436
H -2.69195 -0.28092 -4.42644  0.295
H -3.61959 -0.20048 -5.78472  0.355
H -1.97071 0.52931 -5.92421  0.225

***

The lowest molecular weight belongs to which entry? C26H61Ca3N3O10P2

***

Among the records above, which one has the highest HOMO energy? C26H61Ca3N3O10P2

***

What is the molecular weight in the third record? 757.97 g mol⁻¹